Entry A
The following is a quantum chemistry calculation of a 3-piece molecular cluster, CH5N3O overall, from the Open Molecules 2025 dataset.

Highest occupied orbital energy (Ha): -0.3481
Net charge: 0

```
10
Properties=species:S:1:pos:R:3:lowdin_charge:R:1
N -0.619 -0.295 -0.242 -0.10
C 0.443 -0.193 0.748 -0.58
N -1.502 -1.145 -0.079 0.14
N 1.112 0.966 0.630 0.19
O 0.624 -1.060 1.568 0.07
H -0.737 0.318 -1.746 -0.04
H -1.209 -1.867 0.616 0.08
H -0.865 0.492 -2.648 0.01
H 1.931 1.126 1.193 0.12
H 0.822 1.658 -0.039 0.11
```

***

Entry B
The following is a quantum chemistry calculation of an isolated molecule of CH5N3O, from the Open Molecules 2025 dataset.

Highest occupied orbital energy (Ha): -0.3535
Net charge: 0
Structure (SMILES): NNC(N)=O

```
10
Properties=species:S:1:pos:R:3:lowdin_charge:R:1
N -1.740 0.136 0.134 -0.02
N -0.612 -0.666 -0.272 -0.05
C 0.609 -0.126 -0.056 -0.69
N 0.543 1.220 0.003 0.08
O 1.657 -0.715 0.151 0.03
H -2.602 -0.199 -0.425 0.12
H -1.759 -0.237 1.172 0.14
H -0.773 -1.647 -0.264 0.13
H 1.247 2.020 -0.460 0.20
H -0.360 1.717 0.049 0.07
```

***

Each structure's energy above the most stable one, in kcal/mol: entry A 31.1; entry B 0.0.

***

Entry A
The following is a quantum chemistry calculation of an isolated molecule of C4H3N3S, from the Open Molecules 2025 dataset.

Highest occupied orbital energy (Ha): -0.3382
Net charge: 0
Structure (SMILES): S=c1cnnccn1

```
11
Properties=species:S:1:pos:R:3:lowdin_charge:R:1
S -2.656 -0.119 -0.590 0.73
C -1.250 -0.080 0.260 -0.84
C -0.565 -1.313 0.675 -0.17
N 0.580 -1.605 0.197 0.05
N 1.091 -0.879 -0.846 0.03
C 1.183 0.371 -0.773 -0.14
C 0.553 1.303 0.226 -0.09
N -0.655 1.134 0.668 0.08
H -1.053 -1.912 1.406 0.11
H 1.671 0.836 -1.630 0.11
H 1.101 2.263 0.408 0.12
```

***

Entry B
The following is a quantum chemistry calculation of an isolated molecule of C4H3N3S, from the Open Molecules 2025 dataset.

Highest occupied orbital energy (Ha): -0.3297
Net charge: 0
Structure (SMILES): S=c1cnnccn1

```
11
Properties=species:S:1:pos:R:3:lowdin_charge:R:1
S 2.730 -0.060 -0.569 0.76
C 1.372 0.194 0.175 -0.87
C 0.487 1.293 0.675 -0.15
N -0.500 1.461 -0.082 0.00
N -0.790 0.711 -1.109 0.02
C -1.112 -0.508 -0.909 -0.11
C -0.693 -1.109 0.405 -0.11
N 0.582 -0.969 0.567 0.04
H 0.640 2.112 1.539 0.17
H -1.466 -1.144 -1.697 0.10
H -1.249 -1.982 1.004 0.15
```

***

Each structure's energy above the most stable one, in kcal/mol: entry A 0.0; entry B 32.0.